[1]
A 4-piece molecular cluster, C16H33BFINO9 overall at a distorted geometry. Source: OMol25; level of theory: ωB97M-V with the def2-TZVPD basis set.

Last column: Löwdin charge in e.
Element x y z (Å)
O (-3.5737, 1.9137, 4.2609)  0.231
B (-4.0409, 1.6061, 3.0260)  -0.656
O (-3.3121, 1.0257, 2.0625)  0.247
N (-5.5376, 1.8684, 2.6963)  0.087
C (-6.2896, 0.5547, 2.7031)  -0.039
C (-7.7294, 0.7851, 2.2887)  -0.157
O (-8.3802, 1.8479, 2.9626)  -0.126
C (-7.6520, 3.0079, 3.1036)  -0.653
I (-7.5636, 4.1707, 1.2775)  0.985
C (-6.2530, 2.7607, 3.6431)  -0.341
F (-5.5697, 3.9175, 3.8065)  0.067
H (-3.0135, 2.6949, 4.2128)  0.142
H (-3.5231, 1.4560, 1.2121)  0.076
H (-5.5957, 2.2327, 1.7330)  0.125
H (-5.8182, -0.0811, 1.9627)  0.150
H (-6.2028, 0.0966, 3.6810)  0.155
H (-8.2791, -0.1143, 2.5442)  0.147
H (-7.8133, 0.8954, 1.2084)  0.126
H (-8.1721, 3.6346, 3.8159)  0.112
H (-6.3534, 2.2121, 4.5771)  0.186
O (-3.9871, 1.8034, -0.5469)  0.046
C (-3.2629, 1.1380, -1.2686)  -0.515
O (-1.9619, 1.2194, -1.0846)  0.035
C (-1.0009, 0.3894, -1.7806)  -0.195
C (-0.6649, 0.9536, -3.1407)  -0.053
C (-3.8313, 0.3062, -2.3863)  0.031
H (-1.3523, -0.6416, -1.8257)  0.119
H (-0.1121, 0.3920, -1.1540)  0.112
H (-1.5377, 0.9921, -3.7948)  0.070
H (0.1003, 0.3460, -3.6195)  0.087
H (-0.2893, 1.9711, -3.0414)  0.091
H (-4.0243, 0.9577, -3.2374)  0.107
H (-4.7737, -0.1218, -2.0534)  0.093
H (-3.1868, -0.5085, -2.7012)  0.078
O (2.5957, 0.2937, -1.8929)  0.094
C (3.1938, 0.3268, -0.8512)  -0.517
O (2.5031, 0.6439, 0.2636)  -0.013
C (3.0760, 0.5732, 1.5745)  -0.235
C (3.8594, 1.8209, 1.9229)  -0.062
C (4.6807, 0.0998, -0.7700)  0.021
H (3.6717, -0.3333, 1.6830)  0.116
H (2.2243, 0.4721, 2.2451)  0.119
H (4.7079, 1.9625, 1.2548)  0.070
H (4.2347, 1.7600, 2.9443)  0.084
H (3.2229, 2.7015, 1.8346)  0.082
H (5.1881, 1.0247, -1.0426)  0.104
H (4.9520, -0.6746, -1.4820)  0.077
H (5.0348, -0.2266, 0.2029)  0.068
O (7.0705, -2.2762, -0.2023)  0.104
C (7.1890, -2.9732, -1.1708)  -0.526
O (6.2200, -2.9374, -2.1065)  -0.014
C (6.3236, -3.6083, -3.3674)  -0.232
C (5.9207, -5.0647, -3.2731)  -0.063
C (8.3496, -3.9265, -1.3282)  0.016
H (7.3214, -3.4797, -3.7881)  0.115
H (5.6365, -3.0761, -4.0223)  0.124
H (6.5770, -5.6229, -2.6056)  0.069
H (5.9557, -5.5320, -4.2570)  0.084
H (4.9076, -5.1488, -2.8806)  0.083
H (8.1374, -4.8274, -0.7545)  0.099
H (9.2357, -3.4501, -0.9175)  0.093
H (8.5681, -4.2034, -2.3561)  0.070

Electronic energy   -48536.3560 eV
2S+1   1
Energy relative to the best compared isomer or geometry (same formula, charge and spin)   13.8 kJ/mol
Total charge   +1
Molecular weight   540.2 g/mol
HOMO   -11.69 eV

=====

[2]
A single C2HN5O molecule at a distorted geometry. Source: OMol25; level of theory: ωB97M-V with the def2-TZVPD basis set.

Last column: Löwdin charge in e.
Element x y z (Å)
O (0.3220, 1.5331, -1.3703)  0.131
C (0.1313, 0.3555, -1.0841)  -0.519
N (1.0640, -0.6829, -0.7495)  0.157
N (1.2264, -0.6041, 0.5908)  0.109
C (0.1553, 0.1569, 1.1795)  -0.230
N (-1.0477, 0.0788, 0.8021)  0.095
N (-1.3280, -0.7676, -0.2691)  -0.038
N (-0.9941, -0.5942, -1.3531)  0.140
H (0.4707, 0.5244, 2.2537)  0.156

Electronic energy   -11581.2287 eV
2S+1   1
Energy relative to the best compared isomer or geometry (same formula, charge and spin)   461.2 kJ/mol
SMILES   O=c1nncnnn1
Molecular weight   111.1 g/mol
HOMO   -10.17 eV

=====

[3]
H14O17SV3 as an isolated structure at a distorted geometry. Source: OMol25; level of theory: ωB97M-V with the def2-TZVPD basis set.

Last column: Löwdin charge in e.
Element x y z (Å)
O (4.5108, -3.6315, 2.7452)  -0.218
V (4.1413, -2.2618, 2.0928)  1.284
O (5.1928, -2.1532, 0.8256)  -0.250
O (-1.9325, 2.5062, 5.2295)  -0.259
V (-3.1541, 1.6237, 4.5209)  1.287
O (-3.4183, 0.3624, 5.4437)  -0.213
O (-3.3976, 2.3106, -2.4698)  -0.216
V (-2.5960, 1.4380, -3.4982)  1.291
O (-3.6950, 0.4224, -4.1849)  -0.251
S (0.0930, -0.6957, 0.6953)  0.098
O (-0.8559, -0.1213, 1.5749)  -0.368
O (1.3048, 0.1051, 0.6979)  -0.423
O (0.5320, -1.9555, 1.2132)  -0.382
O (-0.4731, -0.6730, -0.7208)  -0.415
O (4.9960, 2.6843, -1.0146)  -0.051
H (5.7407, 2.9170, -0.4602)  0.030
H (4.4439, 2.1359, -0.4572)  0.020
O (0.7983, 3.8057, -2.3894)  -0.058
H (1.4021, 3.2965, -1.8488)  0.031
H (1.2021, 4.6715, -2.4498)  0.036
O (2.5220, 4.1426, 2.8281)  -0.051
H (3.1096, 3.8221, 3.5124)  0.026
H (2.1367, 3.3510, 2.4526)  0.023
O (-2.5197, -5.0545, 2.1996)  -0.053
H (-1.6785, -4.6002, 2.1526)  0.026
H (-3.1497, -4.4311, 1.8378)  0.024
O (1.0874, -4.7019, -2.8997)  -0.055
H (0.6967, -3.8701, -2.6319)  0.025
H (0.3414, -5.2893, -3.0209)  0.029
O (-6.2435, 0.3729, 2.0221)  -0.058
H (-7.1531, 0.6081, 2.2054)  0.035
H (-6.2973, -0.4873, 1.6057)  0.039
O (0.4633, -0.0699, -5.7454)  -0.058
H (1.3058, -0.3394, -5.3797)  0.039
H (0.5436, -0.2400, -6.6840)  0.036

Electronic energy   -122911.9536 eV
2S+1   1
Energy relative to the best compared isomer or geometry (same formula, charge and spin)   1548.9 kJ/mol
Total charge   +1
Molecular weight   471.0 g/mol
HOMO   -9.69 eV

=====

[4]
A 2-piece molecular cluster, C6H8N4O4 overall at a distorted geometry. Source: OMol25; level of theory: ωB97M-V with the def2-TZVPD basis set.

Last column: Löwdin charge in e.
Element x y z (Å)
O (-0.5593, 1.9222, -2.4773)  0.068
N (-0.3044, 0.7204, -2.3407)  -0.360
O (-0.7998, -0.1724, -3.0240)  0.069
C (0.5586, 0.3966, -1.3213)  -0.184
C (0.8614, -0.8578, -0.9349)  -0.011
O (1.7607, -1.1808, 0.0175)  0.041
C (2.4686, -0.0257, 0.5195)  -0.213
O (1.5789, 0.9782, 0.7622)  -0.088
C (1.2416, 1.5040, -0.5417)  -0.097
H (0.4212, -1.6651, -1.3420)  0.112
H (3.3221, 0.3563, -0.0211)  0.143
H (2.8468, -0.2455, 1.4278)  0.109
H (2.2897, 1.9347, -0.9976)  0.188
H (0.4550, 2.2113, -0.4252)  0.108
C (-2.4745, -1.6020, 1.6223)  -0.123
C (-2.5359, -0.7383, 0.4832)  -0.134
N (-1.5797, 0.1472, 0.5665)  0.064
N (-1.0781, -0.0188, 1.8009)  -0.056
N (-1.6656, -1.0044, 2.4896)  0.048
H (-3.0025, -2.5298, 1.8422)  0.100
H (-3.1898, -0.8969, -0.2957)  0.077
H (-0.6150, 0.7667, 2.1900)  0.139

Electronic energy   -20495.9094 eV
2S+1   1
Energy relative to the best compared isomer or geometry (same formula, charge and spin)   458.9 kJ/mol
SMILES   O=[N+]([O-])C1=COCOC1.c1cn[nH]n1
Molecular weight   200.2 g/mol
HOMO   -9.69 eV

=====

[5]
A 2-piece molecular cluster, CH5BrSi overall at a distorted geometry. Source: OMol25; level of theory: ωB97M-V with the def2-TZVPD basis set.

Last column: Löwdin charge in e.
Element x y z (Å)
C (0.6936, -0.7841, -0.0455)  -0.291
Si (0.0313, 0.9401, -0.1414)  0.851
Br (-3.2575, 0.0053, 0.5730)  -0.468
H (0.1964, -1.6619, -0.3183)  0.014
H (1.6738, -0.9450, -0.4969)  0.034
H (0.8846, -0.8288, 1.0576)  0.046
H (-1.0182, 1.2649, -1.1143)  -0.117
H (0.7960, 2.0094, 0.4859)  -0.069

Electronic energy   -79035.9172 eV
2S+1   1
Energy relative to the best compared isomer or geometry (same formula, charge and spin)   293.8 kJ/mol
Molecular weight   125.0 g/mol
HOMO   -8.42 eV

=====

[6]
C20H26ClNTi as an isolated structure at a distorted geometry. Source: OMol25; level of theory: ωB97M-V with the def2-TZVPD basis set.

Last column: Löwdin charge in e.
Element x y z (Å)
C (0.0028, 0.2068, -5.9528)  -0.950
C (1.3840, 0.7671, -6.3180)  -0.116
C (-0.2229, -1.1397, -6.6533)  -0.117
C (-1.0928, 1.2021, -6.3577)  -0.116
Cl (-0.0708, -0.0486, -4.1664)  0.555
H (-0.1822, -1.0135, -7.7426)  0.097
H (-1.2045, -1.5534, -6.3983)  0.080
H (0.5487, -1.8631, -6.3687)  0.080
H (1.4544, 0.9279, -7.4013)  0.097
H (2.1786, 0.0711, -6.0286)  0.080
H (1.5603, 1.7283, -5.8232)  0.081
H (-1.0697, 1.3723, -7.4416)  0.097
H (-0.9475, 2.1680, -5.8622)  0.081
H (-2.0856, 0.8190, -6.0983)  0.080
C (1.4235, -1.9905, 1.8571)  -0.114
C (0.5431, -2.7686, 1.0346)  -0.104
C (0.5898, -2.2259, -0.3015)  -0.098
H (0.0285, -3.6687, 1.3692)  0.144
C (1.5145, -1.1319, -0.3138)  -0.055
C (2.0396, -0.9858, 1.0112)  -0.106
H (2.8422, -0.3051, 1.2930)  0.134
H (1.6228, -2.1720, 2.9139)  0.142
H (0.0876, -2.6124, -1.1879)  0.138
H (1.8016, -0.5425, -1.1852)  0.140
C (-2.3050, 0.4361, 1.2269)  -0.107
C (-2.3313, -0.7693, 2.0343)  -0.114
C (-2.1549, -1.8856, 1.1518)  -0.104
H (-2.5066, -0.8369, 3.1085)  0.142
C (-1.9863, -1.3708, -0.1859)  -0.097
C (-2.0851, 0.0572, -0.1373)  -0.054
H (-2.0427, 0.7356, -0.9904)  0.146
H (-2.5206, 1.4483, 1.5667)  0.134
H (-2.2450, -2.9277, 1.4567)  0.144
H (-1.8850, -1.9460, -1.1057)  0.138
Ti (-0.2481, -0.6353, 1.1902)  1.125
C (1.0615, 2.4433, 6.9998)  -0.009
C (0.7749, 1.8361, 5.6577)  -0.215
C (1.7644, 1.1651, 4.9362)  0.023
C (1.4770, 0.5864, 3.7006)  -0.096
N (0.2433, 0.6023, 3.1094)  -0.005
C (-0.7089, 1.2794, 3.8208)  -0.096
C (-0.4855, 1.8861, 5.0561)  0.026
H (1.3998, 1.6930, 7.7274)  0.109
H (1.8540, 3.1999, 6.9328)  0.108
H (0.1654, 2.9223, 7.4052)  0.093
H (2.7748, 1.0672, 5.3359)  0.140
H (2.2770, 0.0647, 3.1750)  0.089
H (-1.7125, 1.3246, 3.3980)  0.090
H (-1.3208, 2.3832, 5.5515)  0.137

Electronic energy   -58275.0228 eV
2S+1   1
Energy relative to the best compared isomer or geometry (same formula, charge and spin)   4.5 kJ/mol
Total charge   +2
Molecular weight   363.8 g/mol
HOMO   -14.96 eV

=====

[7]
C36H35FN11O4ReS as an isolated structure. Source: OMol25; level of theory: ωB97M-V with the def2-TZVPD basis set.

Last column: Löwdin charge in e.
Element x y z (Å)
Re (-0.5132, -0.0474, 0.2508)  1.213
C (6.1861, 2.8396, -1.2120)  -0.081
C (5.7266, 3.6069, 0.0190)  -0.238
N (4.8112, 2.8812, 0.9057)  -0.029
C (3.3344, 0.9967, 0.5731)  -0.468
S (1.6200, 0.1908, 0.5826)  0.931
N (3.4789, 0.6758, 1.9729)  0.072
N (2.3015, 0.1453, 2.2089)  -0.276
C (1.7398, -0.2536, 3.3122)  -0.229
C (2.5214, -0.0182, 4.5695)  -0.020
C (0.4658, -1.0036, 3.3163)  -0.177
C (0.2065, -1.6986, 4.5072)  -0.006
C (-0.9004, -2.5042, 4.6444)  -0.030
C (-1.7630, -2.6317, 3.5686)  -0.037
C (-1.4730, -1.9220, 2.4254)  -0.133
N (-0.4113, -1.1088, 2.2781)  -0.031
H (6.9149, 3.4279, -1.7673)  0.079
H (6.6422, 1.8907, -0.9324)  0.079
H (5.3607, 2.6286, -1.8958)  0.055
H (6.5908, 3.8733, 0.6298)  0.120
H (5.2429, 4.5453, -0.2662)  0.122
H (3.7078, 3.8963, 2.0435)  0.112
H (3.2352, 0.7819, 4.3850)  0.081
H (1.8704, 0.2762, 5.3909)  0.090
H (3.0910, -0.9005, 4.8684)  0.101
H (0.9051, -1.6224, 5.3228)  0.106
H (-1.0757, -3.0341, 5.5706)  0.121
H (-2.6383, -3.2629, 3.6035)  0.115
H (-2.1158, -1.9877, 1.5588)  0.082
C (-4.3676, -3.6822, -4.7367)  -0.042
C (-3.8387, -2.8859, -3.5794)  -0.270
C (-4.6160, -1.9262, -2.9248)  -0.021
C (-4.1160, -1.2214, -1.8639)  -0.002
C (-2.8028, -1.3903, -1.3572)  -0.201
N (-2.4211, -0.6612, -0.2597)  -0.161
C (-3.3261, 0.3030, 0.2559)  -0.293
C (-4.3088, -0.0183, 1.1873)  -0.015
C (-5.1534, 0.9533, 1.6968)  -0.020
C (-5.0362, 2.2870, 1.3122)  -0.256
C (-5.9173, 3.3482, 1.9030)  -0.039
C (-4.0485, 2.6201, 0.3917)  0.038
C (-3.2214, 1.6424, -0.1364)  -0.138
N (-2.2460, 2.0112, -1.1025)  -0.051
C (-2.3508, 2.9247, -2.0848)  -0.021
C (-1.1274, 3.0203, -2.7070)  -0.015
C (-0.3081, 2.1191, -2.0288)  -0.107
N (-0.9873, 1.5114, -1.0617)  -0.113
C (-2.0004, -2.3279, -2.0559)  -0.075
C (-2.5544, -3.0575, -3.1194)  0.014
N (-0.6239, -2.6443, -1.7213)  -0.034
C (0.0952, -3.5513, -2.3263)  0.050
C (1.3613, -3.7781, -1.5826)  -0.183
C (1.2782, -2.6685, -0.5331)  -0.179
N (-0.0333, -2.0618, -0.6465)  -0.074
H (-5.4554, -3.6572, -4.7611)  0.079
H (-4.0563, -4.7245, -4.6753)  0.082
H (-4.0056, -3.2823, -5.6854)  0.087
H (-5.6313, -1.7400, -3.2509)  0.121
H (-4.7515, -0.4949, -1.3810)  0.112
H (-4.4179, -1.0519, 1.4902)  0.121
H (-5.9166, 0.6724, 2.4106)  0.119
H (-6.8525, 2.9247, 2.2641)  0.082
H (-6.1489, 4.1215, 1.1723)  0.083
H (-5.4207, 3.8292, 2.7476)  0.092
H (-3.9081, 3.6519, 0.0972)  0.128
H (-3.2830, 3.4253, -2.2749)  0.137
H (-0.8655, 3.6512, -3.5351)  0.108
H (0.7279, 1.8787, -2.1838)  0.105
H (-1.9689, -3.8140, -3.6128)  0.103
H (-0.2412, -4.1034, -3.1775)  0.125
H (1.5141, -4.8235, -1.3075)  0.161
H (1.5008, -2.9037, 0.5077)  0.147
F (1.8258, -0.7646, -3.0768)  0.113
C (2.5967, -0.8091, -1.9888)  -0.212
C (3.3726, 0.2085, -1.6427)  -0.029
N (4.0902, 0.1884, -0.4158)  0.024
C (3.5404, 2.4877, 0.3101)  -0.208
C (2.3872, 3.3089, 0.9135)  -0.505
O (2.7329, 4.0401, 1.9557)  0.140
O (1.2775, 3.2757, 0.4466)  0.078
C (4.4622, -1.1025, 0.0736)  -0.486
O (5.3275, -1.2376, 0.8948)  0.121
N (3.7682, -2.1621, -0.4604)  0.206
C (2.5784, -2.1142, -1.2562)  -0.353
O (2.5550, -3.2288, -2.1642)  0.037
H (3.4096, 1.1125, -2.2338)  0.133
H (3.5213, 2.6884, -0.7624)  0.137
H (5.2764, 2.0931, 1.3442)  0.124
H (4.0668, -3.0704, -0.1354)  0.172

Electronic energy   -78153.2093 eV
2S+1   4
Energy relative to the best compared isomer or geometry (same formula, charge and spin)   792.3 kJ/mol
Total charge   +1
Molecular weight   923.0 g/mol
HOMO (alpha / beta)   -9.59 / -9.68 eV

=====

[8]
C22H24F3NO3P2V as an isolated structure at a distorted geometry. Source: OMol25; level of theory: ωB97M-V with the def2-TZVPD basis set.

Last column: Löwdin charge in e.
Element x y z (Å)
C (1.9951, -2.5156, -2.8579)  0.004
C (1.4126, -1.4867, -2.1496)  -0.220
C (0.1585, -1.7083, -1.5500)  -0.231
C (-0.5386, -2.8633, -1.7645)  -0.121
C (0.0852, -3.9081, -2.4119)  0.011
C (1.3883, -3.7880, -2.9397)  0.037
C (-1.9952, -2.4701, -2.1883)  0.038
C (-2.7054, -1.7562, -0.9942)  -0.138
C (-2.0472, -0.5953, -0.7450)  -0.264
C (-2.6872, 0.6355, -0.5589)  -0.239
C (-4.0761, 0.6277, -0.4787)  0.006
C (-4.7722, -0.5883, -0.5158)  0.011
C (-4.0708, -1.7578, -0.8377)  0.003
H (2.9497, -2.3805, -3.3806)  0.139
H (-0.4412, -4.8573, -2.4351)  0.135
H (1.8805, -4.6231, -3.3953)  0.124
H (-2.5506, -3.3450, -2.4492)  0.135
H (-4.6308, 1.5599, -0.3650)  0.135
H (-5.8410, -0.6129, -0.3495)  0.127
H (-4.5717, -2.7218, -0.8693)  0.134
N (-0.6821, -0.5305, -1.2823)  -0.055
V (0.0478, -0.0868, 0.2384)  0.623
C (2.1462, -0.1407, -2.0379)  -0.229
H (1.6258, 0.6952, -2.5500)  0.115
H (3.1910, -0.2057, -2.4158)  0.119
C (-1.8908, 1.9063, -0.4947)  -0.175
H (-1.1696, 2.0536, -1.3286)  0.093
H (-2.5099, 2.8183, -0.3323)  0.104
P (2.2450, 0.2653, -0.2427)  0.848
P (-0.7158, 1.9104, 1.2352)  0.854
C (-2.1694, 2.0967, 2.3151)  -0.168
H (-1.8089, 2.2896, 3.3326)  0.069
H (-2.7905, 2.9326, 1.9603)  0.076
H (-2.7702, 1.1746, 2.3117)  0.066
C (-0.0780, 3.5782, 0.8851)  -0.177
H (-0.9351, 4.2626, 0.8046)  0.077
H (0.5677, 3.8546, 1.7271)  0.068
H (0.4918, 3.5738, -0.0561)  0.051
C (3.3979, -1.0103, 0.3843)  -0.172
H (4.3719, -0.8927, -0.1152)  0.083
H (3.4977, -0.8832, 1.4730)  0.058
H (3.0054, -2.0181, 0.1827)  0.068
C (3.1503, 1.8076, -0.0662)  -0.188
H (3.3480, 1.9988, 0.9983)  0.063
H (4.1006, 1.7122, -0.6103)  0.082
H (2.5554, 2.6301, -0.4834)  0.052
C (-0.4331, -1.3033, 1.6885)  -0.106
O (-0.7258, -1.9323, 2.4698)  0.346
H (-1.7963, -1.6134, -2.7733)  0.135
F (1.7735, 1.7151, 5.3042)  0.170
C (2.3953, 1.3059, 4.1727)  -0.460
F (3.1555, 2.3408, 3.6991)  0.139
F (3.2170, 0.2735, 4.4671)  0.164
C (1.3367, 0.9118, 3.0497)  -0.475
O (1.4613, -0.1459, 2.4716)  -0.019
O (0.4516, 1.8105, 2.8537)  -0.126

Electronic energy   -83235.0274 eV
2S+1   2
Total charge   +2
Molecular weight   520.3 g/mol
HOMO (alpha / beta)   -14.61 / -14.65 eV